Run A
A structure of composition C51H78AsCsN6O, computed with ωB97M-V/def2-TZVPD.

## Properties
E_HOMO: -0.94 eV
Net charge: -2
Kohn-Sham gap: 4.5325 eV

Last column: Löwdin charge in e.
Atoms and positions in Å:
Cs -0.17757 -0.34627 -1.36312  1.18
N -0.50869 -2.65644 2.58521  0.14
C -0.00187 -3.88947 2.27612  -0.26
C -0.51496 -5.06950 2.76907  -0.05
C 0.11101 -6.30060 2.48603  -0.11
C 1.24582 -6.37188 1.73076  -0.08
C 1.78917 -5.17738 1.18924  -0.17
C 2.95044 -5.14890 0.37156  -0.03
C 3.39353 -3.96960 -0.13800  -0.04
C 2.66274 -2.78541 0.14940  -0.15
N 1.58866 -2.77796 0.88621  0.13
C 1.15823 -3.94951 1.43075  -0.16
H -1.49230 -2.59853 2.79225  0.08
H -0.14723 -1.89044 2.03348  0.06
H -1.39677 -5.04279 3.39707  0.10
H -0.32600 -7.20558 2.89375  0.09
H 1.73158 -7.31781 1.52494  0.10
H 3.45965 -6.08093 0.14619  0.11
H 4.24626 -3.91145 -0.80015  0.11
H 2.97571 -1.83863 -0.27534  0.09
N -2.67134 -2.59836 -3.08738  0.10
C -1.83821 -2.10728 -4.07831  -0.35
C -1.11191 -2.94185 -4.93180  -0.06
C -0.26261 -2.41520 -5.88881  -0.10
C -0.12635 -1.04296 -6.04352  -0.11
C -0.85635 -0.20442 -5.21037  -0.11
C -1.70006 -0.72087 -4.24264  -0.12
H -2.48288 -3.56278 -2.85433  0.07
H -2.70993 -1.98466 -2.23494  0.03
H -1.17528 -4.01535 -4.79716  0.10
H 0.33262 -3.08970 -6.49203  0.10
H 0.56247 -0.63470 -6.77142  0.09
H -0.74883 0.87210 -5.29534  0.09
H -2.23952 -0.06031 -3.57287  0.06
C -0.06224 4.40258 -4.47756  -0.19
C -1.48399 3.96065 -4.17947  -0.46
As -1.63683 2.75532 -2.62686  1.18
C -1.47206 4.06495 -1.16541  -0.44
C -2.48364 5.19772 -1.13350  -0.18
C -3.59311 2.56474 -2.72573  -0.45
C -4.16069 1.88475 -1.49246  -0.17
H -0.02816 5.11614 -5.30637  0.06
H 0.57322 3.55730 -4.74236  0.05
H 0.39906 4.88510 -3.61308  0.06
H -1.90395 3.40688 -5.02535  0.06
H -2.13612 4.82198 -4.00843  0.05
H -0.44904 4.45185 -1.25809  0.06
H -1.47381 3.51119 -0.22044  0.03
H -2.44699 5.81417 -2.03582  0.05
H -2.30062 5.84336 -0.27181  0.07
H -3.50180 4.82167 -1.03031  0.05
H -3.77795 1.96803 -3.62609  0.06
H -4.02794 3.55670 -2.89436  0.05
H -3.67249 0.92291 -1.31989  0.03
H -5.23629 1.71573 -1.59510  0.07
H -4.00670 2.49300 -0.59926  0.05
C -3.41154 -0.53946 1.31229  -0.06
C -3.53502 -1.33788 0.01478  -0.64
C -3.52652 -2.84163 0.30509  -0.08
O -2.50936 -0.98863 -0.84572  -0.68
H -4.25420 -0.68850 1.99691  0.07
H -3.32262 0.52626 1.10489  0.07
H -2.49593 -0.81866 1.83960  0.04
H -4.53987 -1.10974 -0.41356  0.12
H -2.53358 -3.13675 0.65379  0.06
H -3.74266 -3.41832 -0.59538  0.06
H -4.26279 -3.12906 1.06352  0.07
C -2.64906 4.71758 6.63634  -0.09
C -2.82887 4.50996 5.15050  -0.33
C -3.98002 4.97639 4.52756  -0.09
C -4.12112 4.73586 3.15015  -0.32
C -5.36350 5.19720 2.42646  -0.08
C -3.14324 4.07906 2.45575  -0.02
C -1.91208 3.59991 3.03516  -0.31
C -1.83525 3.84413 4.45104  -0.02
N -1.07514 3.02606 2.19739  0.05
C 0.20459 2.44006 2.53310  -0.63
C 1.09913 2.69291 1.31084  -0.06
C 0.02906 0.92296 2.68822  -0.05
C 0.98800 2.95414 3.76040  -0.06
H -3.46464 5.31384 7.05047  0.06
H -1.71076 5.23258 6.85883  0.06
H -2.62630 3.76521 7.17300  0.07
H -4.75220 5.49116 5.08798  0.08
H -6.06624 5.67543 3.11199  0.06
H -5.87975 4.36188 1.94861  0.07
H -5.12304 5.91604 1.63960  0.06
H -3.27419 3.88841 1.39631  0.08
H -0.97649 3.52111 5.02294  0.06
H 0.57885 2.37231 0.40780  0.04
H 2.05126 2.15862 1.37147  0.06
H 1.29273 3.76263 1.20183  0.08
H -0.40746 0.51531 1.77450  0.04
H -0.65283 0.70016 3.51111  0.09
H 0.97900 0.41034 2.86208  0.06
H 1.05663 4.04406 3.77088  0.09
H 2.00316 2.54988 3.70937  0.04
H 0.56330 2.61933 4.70565  0.06
C 4.86746 0.86956 5.40477  -0.10
C 4.69948 1.37321 3.97628  -0.23
C 4.06871 0.38157 3.10539  -0.22
N 3.57460 -0.38362 2.41100  0.20
H 5.32458 1.64455 6.01913  0.07
H 5.49897 -0.01768 5.43822  0.07
H 3.90210 0.61164 5.83635  0.08
H 5.65956 1.64428 3.53174  0.11
H 4.07519 2.26880 3.95230  0.10
C 0.87674 -4.86501 -2.73570  -0.05
C 1.81078 -3.78782 -3.21824  -0.31
C 2.76937 -4.06417 -4.20373  -0.08
C 3.62436 -3.04230 -4.59624  -0.32
C 4.66720 -3.31982 -5.65374  -0.08
C 3.55784 -1.77051 -4.04607  -0.01
C 2.60818 -1.43245 -3.02434  -0.33
C 1.74511 -2.53976 -2.66110  -0.12
N 2.38297 -0.29188 -2.37546  -0.14
C 3.18582 0.92553 -2.36106  -0.64
C 2.19746 2.10765 -2.42220  -0.09
C 4.22251 1.15424 -3.47098  -0.07
C 3.92356 0.97297 -1.01674  -0.06
H 0.50018 -5.46410 -3.56860  0.07
H 0.02095 -4.43573 -2.21212  0.07
H 1.37648 -5.54703 -2.04082  0.07
H 2.83283 -5.04664 -4.65917  0.09
H 4.48756 -4.28095 -6.13878  0.06
H 5.67336 -3.34772 -5.22565  0.07
H 4.66710 -2.54718 -6.42621  0.07
H 4.23086 -1.02841 -4.43928  0.06
H 1.02031 -2.36292 -1.87599  -0.04
H 1.67598 2.09197 -3.37936  0.06
H 2.71739 3.06262 -2.30486  0.08
H 1.44295 2.04686 -1.63418  0.00
H 3.76856 1.09069 -4.46063  0.08
H 5.04255 0.44045 -3.41855  0.06
H 4.64960 2.15670 -3.35980  0.07
H 3.22169 0.84181 -0.19385  0.05
H 4.45757 1.91761 -0.86964  0.07
H 4.64879 0.15800 -0.96306  0.08

Run B
A structure of composition C51H78AsCsN6O, computed with ωB97M-V/def2-TZVPD.

## Properties
E_HOMO: -0.86 eV
Net charge: -2
Kohn-Sham gap: 4.2842 eV

Last column: Löwdin charge in e.
Atoms and positions in Å:
Cs -1.33568 0.14437 1.08389  1.11
N -0.25045 2.75853 -1.51261  0.15
C -1.34213 3.11211 -2.26750  -0.25
C -2.03286 4.28699 -2.02634  -0.03
C -3.10156 4.68599 -2.83740  -0.10
C -3.52803 3.91405 -3.88479  -0.07
C -2.86910 2.69796 -4.16021  -0.16
C -3.26267 1.83284 -5.20254  -0.03
C -2.56733 0.67383 -5.41627  -0.07
C -1.47415 0.38237 -4.58637  -0.16
N -1.07756 1.15489 -3.60785  0.13
C -1.75670 2.29659 -3.37231  -0.16
H -0.19843 3.15639 -0.58682  0.09
H 0.05765 1.79863 -1.61031  0.02
H -1.73460 4.90071 -1.18427  0.11
H -3.60414 5.62154 -2.62396  0.10
H -4.37255 4.20933 -4.49626  0.10
H -4.12212 2.09374 -5.80953  0.11
H -2.84922 -0.00983 -6.20659  0.09
H -0.90268 -0.53055 -4.72903  0.09
N 1.86169 2.46190 1.61207  0.12
C 1.89638 3.73963 1.13824  -0.34
C 2.51870 4.09046 -0.07426  -0.06
C 2.58914 5.40769 -0.48892  -0.12
C 2.03704 6.42592 0.27832  -0.15
C 1.39813 6.09428 1.46972  -0.12
C 1.33429 4.78364 1.90125  -0.04
H 1.01089 2.17278 2.20106  0.03
H 2.15076 1.73724 0.96830  0.08
H 2.92615 3.29941 -0.69171  0.08
H 3.07019 5.64662 -1.43119  0.09
H 2.09112 7.45716 -0.04901  0.08
H 0.93613 6.87509 2.06410  0.09
H 0.83733 4.51717 2.82716  0.11
C 3.18945 -2.42957 -2.76090  -0.18
C 2.75005 -1.36650 -3.76695  -0.47
As 2.27760 0.34617 -2.89090  1.21
C 4.10090 0.72003 -2.16961  -0.45
C 5.29603 0.64144 -3.11283  -0.17
C 2.43735 1.44406 -4.53772  -0.46
C 2.38181 2.94196 -4.24727  -0.18
H 3.36258 -3.39120 -3.25312  0.06
H 2.43575 -2.56889 -1.98466  0.04
H 4.11590 -2.14238 -2.26073  0.06
H 1.85998 -1.70585 -4.30190  0.04
H 3.53163 -1.19468 -4.51267  0.05
H 4.23527 0.01550 -1.34548  0.03
H 4.07088 1.71266 -1.71692  0.03
H 5.38892 -0.34937 -3.56210  0.05
H 6.22418 0.84551 -2.57181  0.06
H 5.21843 1.37485 -3.91827  0.05
H 1.61249 1.16607 -5.19588  0.05
H 3.36445 1.19073 -5.05881  0.04
H 1.44747 3.19968 -3.74732  0.05
H 2.45495 3.52842 -5.16725  0.06
H 3.20321 3.24188 -3.59152  0.05
C 1.19711 0.62737 4.44507  -0.06
C -0.06006 1.47748 4.16876  -0.65
C -1.25676 0.87906 4.93028  -0.08
O -0.31834 1.61854 2.82991  -0.65
H 1.32466 0.43993 5.51527  0.06
H 2.08155 1.14196 4.06702  0.06
H 1.12433 -0.33168 3.92378  0.08
H 0.12910 2.47318 4.64548  0.12
H -1.50712 -0.10590 4.52371  0.07
H -2.12185 1.53658 4.81496  0.06
H -1.02537 0.77545 5.99426  0.06
C -3.56277 3.48546 2.47830  -0.05
C -4.30680 2.21013 2.17389  -0.31
C -5.37017 1.78749 2.98203  -0.07
C -5.99754 0.57618 2.70391  -0.31
C -7.17446 0.13390 3.54092  -0.08
C -5.56280 -0.22835 1.66256  -0.02
C -4.48933 0.15688 0.79904  -0.41
C -3.92505 1.43772 1.10290  -0.20
N -3.92269 -0.48303 -0.21802  -0.06
C -4.37541 -1.69389 -0.85148  -0.65
C -3.94214 -1.56833 -2.32632  -0.07
C -5.89624 -1.98304 -0.86482  -0.07
C -3.65845 -2.92086 -0.24823  -0.06
H -4.09848 4.09071 3.21232  0.07
H -3.41862 4.07827 1.57185  0.07
H -2.57108 3.25338 2.87877  0.06
H -5.69806 2.39933 3.81666  0.09
H -7.28642 0.76800 4.42191  0.06
H -7.05700 -0.89913 3.87608  0.07
H -8.10366 0.18987 2.96694  0.07
H -6.05627 -1.18136 1.52849  0.08
H -3.13560 1.78400 0.44475  0.02
H -4.49973 -0.75697 -2.79976  0.08
H -4.12720 -2.49720 -2.88104  0.07
H -2.88203 -1.31846 -2.37739  0.04
H -6.45295 -1.05076 -0.97658  0.08
H -6.22470 -2.47947 0.04853  0.06
H -6.14327 -2.63988 -1.70404  0.06
H -2.57690 -2.79955 -0.35227  0.05
H -3.96203 -3.84633 -0.75156  0.07
H -3.89620 -3.00797 0.81466  0.08
C 0.06668 -5.25825 -3.20418  -0.09
C -1.04618 -4.33483 -2.69899  -0.22
C -0.58075 -2.96470 -2.54484  -0.23
N -0.21360 -1.88364 -2.42178  0.20
H -0.31810 -6.27105 -3.32437  0.07
H 0.88120 -5.27925 -2.48276  0.05
H 0.45757 -4.91777 -4.16299  0.07
H -1.40175 -4.67774 -1.72561  0.10
H -1.89537 -4.32690 -3.38499  0.11
C 4.88935 -2.65111 5.45013  -0.08
C 4.42626 -2.11757 4.11522  -0.32
C 4.93635 -0.91834 3.63288  -0.08
C 4.48645 -0.42333 2.39775  -0.31
C 4.98596 0.91672 1.91553  -0.06
C 3.57918 -1.14588 1.66004  -0.02
C 3.03973 -2.40679 2.09493  -0.33
C 3.50340 -2.84141 3.37640  -0.03
N 2.19986 -3.01894 1.26762  0.04
C 1.60405 -4.29583 1.56053  -0.66
C 0.91471 -4.71686 0.24953  -0.09
C 0.51277 -4.19162 2.64670  -0.05
C 2.59499 -5.42668 1.94354  -0.07
H 5.54828 -1.93606 5.94604  0.06
H 5.43542 -3.59100 5.32754  0.07
H 4.04150 -2.84829 6.11098  0.07
H 5.65489 -0.35060 4.21726  0.09
H 5.96147 1.14737 2.34961  0.06
H 4.29130 1.70820 2.20870  0.06
H 5.07453 0.94062 0.82763  0.05
H 3.21619 -0.77904 0.70308  0.09
H 3.12581 -3.76391 3.80093  0.07
H 0.31819 -3.87548 -0.10754  0.06
H 0.27335 -5.59623 0.38813  0.08
H 1.68102 -4.94063 -0.49732  0.06
H -0.20335 -3.43208 2.33810  0.07
H 0.94566 -3.89096 3.60241  0.06
H -0.00869 -5.14651 2.77947  0.07
H 3.56467 -5.23947 1.47789  0.08
H 2.22831 -6.40009 1.60012  0.06
H 2.74258 -5.49276 3.02179  0.05

The least stable of them is run A.